This record from OMol25 describes C13H10FN3O3Tl as an isolated structure. The level of theory is wB97M-V/def2-TZVPD.

* DFT total energy: -1163.67140 hartree
* maximum force: 0.002 Eh/bohr
* LUMO level: 2.296 eV
* HOMO level: -3.30 eV

The geometry in ORCA input format:
```
! RIJCOSX wB97M-V def2-TZVPD def2/J DEFGRID3
* xyz -1 1
Tl -1.31433 2.91026 1.19508
F 2.26930 -2.88825 -0.39068
O -1.50256 0.75970 2.63809
O -0.61891 2.34550 3.80479
O -0.90886 0.39211 4.68416
N -1.63280 0.60957 -0.46809
N -1.30204 -3.48138 -3.91021
N -1.00785 1.16042 3.73395
C -1.40272 -0.62344 -0.02226
C -1.36482 -2.61505 -3.15767
C 1.52878 0.11463 1.51718
C -1.30406 -1.71924 -0.86891
C 1.81525 -1.20977 1.22386
C -1.76517 0.79528 -1.77807
C -1.68771 -0.22750 -2.70507
C 1.42333 1.09896 0.51637
C -1.45378 -1.51501 -2.23223
C 2.00494 -1.57959 -0.09184
C 1.63536 0.66274 -0.80438
C 1.92116 -0.65920 -1.11494
C 1.06590 2.47630 0.83594
H -1.09849 -2.70345 -0.47305
H 1.88398 -1.95323 2.00800
H -1.80055 -0.03527 -3.76261
H 2.07830 -0.97795 -2.13831
H 1.36851 0.40184 2.54966
H -1.93539 1.81700 -2.10162
H 1.37254 3.18496 0.06359
H 1.44508 2.79121 1.80843
H 1.57192 1.38796 -1.60905
H -1.28432 -0.72012 1.04989
*
```

Atom charges from the Mulliken analysis, given in e for atoms 1 to 2: 0.5510 -0.4246

=====

This record from OMol25 describes a single C13H10N2O3S molecule. The level of theory is wB97M-V/def2-TZVPD.

* DFT total energy: -1234.76486 hartree
* maximum force: 0.025 Eh/bohr
* LUMO level: 0.164 eV
* HOMO level: -8.15 eV

The geometry in ORCA input format:
```
! RIJCOSX wB97M-V def2-TZVPD def2/J DEFGRID3
* xyz 0 1
S 4.70997 -0.77366 -0.29991
O -4.41256 1.87283 -0.47054
O -0.01375 -2.20315 -0.39042
O -5.82145 0.20926 0.27256
N 1.77770 -0.16593 -0.00562
N 0.45054 -0.02764 0.07811
C -4.07286 -1.52035 0.54907
C 2.53293 0.82156 0.26929
C -4.54314 -0.26756 0.23428
C -1.84358 -0.72932 -0.01897
C 3.95250 0.71032 0.18374
C 4.88564 1.68325 0.45019
C -2.70663 -1.73305 0.40616
C 6.26255 -0.06213 -0.13522
C -0.39966 -1.08622 -0.14239
C -2.33548 0.54234 -0.34876
C 6.20502 1.23798 0.26710
C -3.68575 0.74141 -0.21478
C -5.75439 1.54617 -0.17674
H -6.13446 2.21868 0.60837
H 4.62577 2.67828 0.76566
H -6.36965 1.66176 -1.08326
H -1.70850 1.32973 -0.73411
H -2.28524 -2.70125 0.62674
H 7.13641 -0.64628 -0.34616
H 0.06496 0.87109 0.37707
H 2.13432 1.79758 0.58208
H -4.73746 -2.29803 0.88461
H 7.07208 1.85370 0.42605
*
```

Atom charges from the Mulliken analysis, given in e for atoms 1 to 2: -0.0651 -0.4714

=====

This record from OMol25 describes a single C13H10N2OS molecule. The level of theory is wB97M-V/def2-TZVPD.

* DFT total energy: -1084.32349 hartree
* maximum force: 0.050 Eh/bohr
* LUMO level: 0.072 eV
* HOMO level: -8.21 eV

The geometry in ORCA input format:
```
! RIJCOSX wB97M-V def2-TZVPD def2/J DEFGRID3
* xyz 0 1
S -0.58529 -1.29804 -1.39612
O -1.62311 -3.34624 1.78117
N -0.33167 1.50577 0.00076
N -1.66979 -3.91229 -0.35372
C -1.15239 -1.57918 0.25386
C -1.51710 -2.96514 0.62771
C -2.21327 1.83052 1.22531
C 0.90999 -0.36332 -1.09171
C -1.47197 -0.54150 1.09812
C -1.77312 3.11268 0.67876
C 0.87300 0.89601 -0.43351
C -1.34956 0.88158 0.72075
C 3.30741 0.94993 -0.38765
C 2.07438 1.53847 -0.08098
C 3.34567 -0.27509 -1.04757
C 2.13812 -0.90018 -1.42319
C -0.64241 2.86425 -0.04952
H 2.04135 2.44875 0.50831
H -1.95494 -0.77620 2.07051
H -1.66890 -3.61981 -1.31722
H 4.16072 1.53133 -0.11165
H 4.30132 -0.70381 -1.31010
H -3.06871 1.68240 1.84048
H 2.15246 -1.84292 -1.90921
H -0.07269 3.58794 -0.61569
H -2.17519 4.12187 0.79564
H -2.03430 -4.82781 -0.07353
*
```

Atom charges from the Mulliken analysis, given in e for atoms 1 to 2: -0.4148 -0.6360